Record 1
The following is a quantum chemistry calculation of a structure of composition C2H3BrO at a distorted geometry, from OMol25.

The geometry in XYZ format:
```
7
C2H3BrO (the ωB97M-V functional and the def2-TZVPD basis)
C -0.80523 -0.71257 0.43883
C 0.55587 0.61512 -0.17871
O -1.05382 -0.74557 1.59887
Br 0.61664 0.43670 -2.10271
H -0.88681 -1.35533 -0.41482
H 0.17130 1.62444 0.17936
H 1.40204 0.13721 0.47918
```

## Properties
energy relative to the best compared isomer or geometry (same formula, charge and spin) = 210.8 kJ/mol
calculated total energy = -74210.22819 eV
HOMO = -9.11 eV
frontier orbital gap = 0.353 hartree
F_max = 5.2 eV/Å



Record 2
The following is a quantum chemistry calculation of a structure of composition C2H3BrOS at a distorted geometry, from OMol25.

The geometry in XYZ format:
```
8
C2H3BrOS (the ωB97M-V functional and the def2-TZVPD basis)
C -2.29805 0.80400 -1.01273
C -0.50603 -0.22404 0.31722
O -1.69154 0.53259 -0.03747
S 0.53593 -0.66273 -4.18771
Br -1.14019 0.18719 -3.12019
H -0.68688 -0.63829 1.29536
H 0.22592 0.58670 0.23911
H -0.32901 -0.69449 -0.60779
```

## Properties
energy relative to the best compared isomer or geometry (same formula, charge and spin) = 514.6 kJ/mol
calculated total energy = -85042.11765 eV
HOMO (spin up / spin down) = -7.23 / -7.23 eV
frontier orbital gap (spin up / spin down) = 0.212 / 0.213 hartree
F_max = 2.5 eV/Å



Record 3
The following is a quantum chemistry calculation of a cluster of 2 separate species, C2H3BrOS in total at a distorted geometry, from OMol25.

The geometry in XYZ format:
```
8
C2H3BrOS (the ωB97M-V functional and the def2-TZVPD basis)
C 2.12875 -0.33259 0.07335
C -0.40439 0.40524 -0.06653
O -0.75705 -0.77774 -0.07364
S 1.87969 -1.95133 -0.05040
Br 3.80636 0.44027 -0.02314
H -0.15021 1.00148 -1.05286
H -0.58442 1.13363 0.86289
H 0.46943 -1.67187 0.23004
```

## Properties
energy relative to the best compared isomer or geometry (same formula, charge and spin) = 178.1 kJ/mol
calculated total energy = -85042.26288 eV
HOMO (spin up / spin down) = -7.10 / -10.03 eV
frontier orbital gap (spin up / spin down) = 0.261 / 0.291 hartree
2S+1 = 3
F_max = 2.6 eV/Å



Record 4
The following is a quantum chemistry calculation of an isolated molecule of C2H3BrS at a distorted geometry, from OMol25.

The geometry in XYZ format:
```
7
C2H3BrS (the ωB97M-V functional and the def2-TZVPD basis)
S 2.22558 -0.44281 -0.17976
C 0.59341 -0.51790 -0.47704
C -0.43624 0.40711 0.26108
Br -2.23948 0.33283 -0.27079
H 0.30155 -1.42860 -1.10821
H -0.42768 0.14307 1.35491
H -0.01713 1.50629 0.41981
```

## Properties
energy relative to the best compared isomer or geometry (same formula, charge and spin) = 64.0 kJ/mol
calculated total energy = -82998.89754 eV
HOMO (spin up / spin down) = -9.15 / -9.15 eV
frontier orbital gap (spin up / spin down) = 0.309 / 0.309 hartree
F_max = 3.5 eV/Å



Record 5
The following is a quantum chemistry calculation of a structure of composition C2H3CaO at a distorted geometry, from OMol25.

The geometry in XYZ format:
```
7
C2H3CaO (the ωB97M-V functional and the def2-TZVPD basis)
O 0.38246 -0.30638 -1.03834
C 1.06079 0.11996 -0.17716
C 1.23058 0.41977 1.08391
H 0.84752 1.38091 1.43392
H -3.18415 0.01134 -1.95066
H 1.57586 -0.37124 1.75294
Ca -1.91307 -1.25437 -1.10462
```

## Properties
energy relative to the best compared isomer or geometry (same formula, charge and spin) = 0.0 kJ/mol
calculated total energy = -22599.32468 eV
HOMO = -12.91 eV
frontier orbital gap = 0.286 hartree
total charge = +1
F_max = 3.0 eV/Å



Record 6
The following is a quantum chemistry calculation of a cluster of 2 separate species, C2H3Cl2FO2 in total at a distorted geometry, from OMol25.

The geometry in XYZ format:
```
10
C2H3Cl2FO2 (the ωB97M-V functional and the def2-TZVPD basis)
C 1.31599 0.16232 -0.27511
C -1.52697 -0.36038 -0.18601
O 1.51135 0.61263 0.87266
O -0.54696 -1.16084 -0.20834
F 2.11601 -0.80158 -0.61439
Cl -1.67472 0.46669 1.50401
Cl -1.55307 0.96664 -1.45819
H 0.66278 0.86397 -0.90151
H -2.41948 -0.92137 -0.22954
H 2.11506 0.17194 1.49642
```

## Properties
calculated total energy = -33974.15050 eV
HOMO (spin up / spin down) = -5.82 / -11.21 eV
frontier orbital gap (spin up / spin down) = 0.239 / 0.280 hartree
2S+1 = 3
F_max = 7.1 eV/Å